No. 1
A cluster of 2 separate species, C3H7N4O2 in total in a non-equilibrium geometry, computed with ωB97M-V with the def2-TZVPD basis set.

```
! wB97M-V def2-TZVPD RIJCOSX def2/J DEFGRID3
* xyz 1 1
C 2.3783 -1.8711 -0.0306
C 2.0971 -0.6340 0.1430
C -0.7317 0.7405 0.2620
N -2.0214 0.7488 0.5794
N -0.2381 1.8375 -0.3558
N 2.8972 0.5446 0.0809
N 0.0442 -0.3553 0.3629
O 4.0701 0.2742 0.2402
O 2.4565 1.6196 -0.3401
H 1.5992 -2.5916 -0.0087
H 3.4558 -2.0362 -0.1893
H -2.6545 1.5352 0.5186
H -2.4327 -0.1130 0.8008
H -0.8112 2.5905 -0.6360
H 0.7252 1.7982 -0.8502
H 0.2170 -0.6669 1.3327
*
```

Properties
Kohn-Sham gap (eV): 9.6
E (hartree): -487.56162
HOMO energy (eV): -15.064
Relative energy (zero: lowest compared OMol25 entry of this formula, charge and spin) (eV): 5.922
Strongest force on any atom (Eh/bohr): 0.1004

Atomic charges from the natural (NBO) analysis, expressed in e, are listed below:
1. C -0.35
2. C 0.33
3. C 0.65
4. N -0.74
5. N -0.76
6. N 0.45
7. N -0.67
8. O -0.26
9. O -0.35
10. H 0.28
11. H 0.30
12. H 0.44
13. H 0.42
14. H 0.41
15. H 0.45
16. H 0.41



No. 2
The ion C3H7N4O3 with charge +1 in a non-equilibrium geometry, computed with ωB97M-V with the def2-TZVPD basis set.

```
! wB97M-V def2-TZVPD RIJCOSX def2/J DEFGRID3
* xyz 1 1
C -1.0457 -0.1263 -0.1921
C 2.5989 0.3892 0.2440
C 1.2714 0.8043 -0.3110
N -3.2462 -0.7231 0.1306
N -2.0349 -1.1572 0.1650
N -3.4707 0.3929 -0.2595
N 0.2728 -0.1931 0.1129
O -4.2314 1.1581 -0.6279
O -1.5491 0.9523 -0.5480
O 0.5869 -1.4822 0.3955
H 2.3576 0.0233 1.1755
H 3.2613 -0.3256 -0.2989
H 3.2418 1.2684 0.3217
H 1.1155 0.8794 -1.3341
H 1.0721 1.8348 0.1372
H -1.6981 -1.9204 0.8221
H 1.4977 -1.7748 0.0668
*
```

Properties
Kohn-Sham gap (eV): 8.0
E (hartree): -562.75621
HOMO energy (eV): -13.974
Relative energy (zero: lowest compared OMol25 entry of this formula, charge and spin) (eV): 6.414
Strongest force on any atom (Eh/bohr): 0.1013
Structure (SMILES): CCN(O)C(=O)NN=[N+]=O

Atomic charges from the natural (NBO) analysis, expressed in e, are listed below:
1. C 0.73
2. C -0.65
3. C -0.23
4. N 0.08
5. N -0.42
6. N 0.55
7. N -0.09
8. O -0.08
9. O -0.51
10. O -0.56
11. H 0.22
12. H 0.23
13. H 0.26
14. H 0.22
15. H 0.25
16. H 0.48
17. H 0.52